[1]
A molecular structure, C8H10F6N2O4PtS2Se. Source: the OMol25 dataset; level of theory: the ωB97M-V functional and the def2-TZVPD basis.

The calculation puts the relative energy (zero: lowest compared OMol25 entry of this formula, charge and spin) at 2.677 eV. Its spin multiplicity is 1. The value obtained for the molar mass is 650.34 g/mol. The value obtained for the energy is -4637.460625 a.u.

```
34
Properties=species:S:1:pos:R:3:forces:R:3
Pt -0.0547 -0.3104 -0.3148 -1.0 -0.3 1.4
F 2.6638 1.9058 2.3703 -0.1 -0.1 0.0
C 3.4234 2.1561 1.3149 0.2 0.0 -0.1
F 3.4748 3.4696 1.1274 0.0 0.0 0.0
F 4.6509 1.6950 1.5419 0.0 0.0 0.1
S 2.7952 1.3904 -0.2558 -0.4 0.5 -0.3
O 1.3657 1.6844 -0.2853 0.7 0.1 0.2
O 3.6091 1.9688 -1.2671 0.1 -0.2 0.1
N 3.0548 -0.1707 -0.1611 0.0 -0.1 0.3
S 2.2456 -1.1454 0.7530 0.8 0.1 0.4
O 1.4736 -0.5154 1.8160 -0.2 -0.2 -0.2
O 1.5014 -2.1267 -0.0315 0.1 0.6 -0.2
C 3.5792 -2.1001 1.5945 0.0 0.0 0.1
F 4.0966 -1.3441 2.5543 0.0 0.0 0.0
F 3.0385 -3.1873 2.1308 0.0 0.0 0.1
F 4.5248 -2.4462 0.7436 0.0 0.0 -0.1
C -4.1564 0.6401 0.7314 0.1 0.0 0.0
C -3.0657 0.1720 -0.2478 -0.6 0.1 0.2
C -3.0486 1.0904 -1.4887 0.2 0.0 0.1
C -3.3509 -1.2803 -0.6943 0.2 0.0 0.1
C -1.7411 0.2093 0.3927 1.2 -0.4 -2.4
H -5.1352 0.5915 0.2535 0.0 0.0 0.0
H -3.9775 1.6699 1.0465 0.0 0.0 0.0
H -4.1765 0.0051 1.6193 0.0 0.0 0.0
H -4.0058 1.0009 -2.0023 0.0 0.0 0.0
H -2.2447 0.8083 -2.1650 -0.1 0.0 -0.1
H -2.9015 2.1317 -1.1998 0.0 0.0 0.0
H -4.2853 -1.3018 -1.2558 0.0 0.0 0.0
H -3.4439 -1.9386 0.1706 0.0 0.0 0.0
H -2.5423 -1.6491 -1.3219 -0.1 -0.1 -0.1
H -1.6671 0.5688 1.4277 0.3 -0.2 0.1
Se -0.0593 -0.7049 -2.7190 -1.6 0.4 -0.1
C 1.6574 -1.2616 -2.9581 0.4 -0.4 0.4
N 2.7018 -1.6756 -3.2201 -0.1 0.1 0.0
```
Positions in Å, forces in eV/Å.


[2]
2 unconnected molecules or ions with the total composition C8H10F6O4. Source: the OMol25 dataset; level of theory: the ωB97M-V functional and the def2-TZVPD basis.

The calculation puts the relative energy (zero: lowest compared OMol25 entry of this formula, charge and spin) at 0.000 eV. Its spin multiplicity is 1. The value obtained for the molar mass is 284.15 g/mol. The value obtained for the energy is -1211.028152 a.u. The structure (SMILES) is CCOC(=O)C(F)(F)F.CCOC(=O)C(F)(F)F.

```
28
Properties=species:S:1:pos:R:3:forces:R:3
C -5.0206 -3.3389 -1.8274 0.4 0.9 0.1
C -4.5029 -2.8865 -0.4656 -0.1 -0.6 -0.3
O -3.5774 -1.7972 -0.6253 0.0 0.3 0.0
C -2.3081 -2.1123 -0.8288 -0.2 -0.2 0.2
O -1.8413 -3.2115 -0.8776 0.1 0.0 -0.1
C -1.4461 -0.8396 -0.9494 -0.4 0.1 0.2
F -0.4645 -1.0549 -1.8090 0.3 0.1 -0.1
F -2.1716 0.2019 -1.3657 0.1 0.0 -0.1
F -0.9384 -0.5199 0.2521 0.0 -0.2 -0.2
H -5.5799 -2.5133 -2.2745 -0.2 -0.2 0.0
H -5.6265 -4.2332 -1.7335 -0.1 0.0 -0.1
H -4.1761 -3.5123 -2.4955 0.0 -0.3 0.1
H -3.9974 -3.7059 0.0467 0.0 0.1 0.0
H -5.3026 -2.4931 0.1540 0.0 0.0 0.1
C 4.2539 4.0602 1.7933 0.4 -0.1 -0.3
C 4.2502 2.5750 2.1080 0.1 0.6 0.3
O 3.8475 1.8221 0.9496 0.0 -0.3 0.0
C 2.5559 1.5706 0.8307 -0.1 0.4 -0.1
O 1.6766 1.9318 1.5559 0.0 -0.1 0.0
C 2.2576 0.7363 -0.4300 0.0 -0.2 -0.2
F 1.2203 1.2554 -1.0989 0.2 0.0 0.2
F 3.2999 0.6631 -1.2644 -0.2 0.0 0.1
F 1.9362 -0.5079 -0.0548 0.1 0.0 0.0
H 4.5325 4.6385 2.6736 -0.1 -0.1 0.1
H 3.2834 4.3955 1.4334 -0.1 0.0 0.1
H 4.9969 4.2761 1.0210 -0.1 0.0 0.0
H 3.5913 2.3837 2.9526 -0.1 -0.3 -0.1
H 5.2508 2.2162 2.3295 0.0 0.0 0.0
```
Positions in Å, forces in eV/Å.


[3]
2 unconnected molecules or ions with the total composition C8H10F6O4. Source: the OMol25 dataset; level of theory: the ωB97M-V functional and the def2-TZVPD basis.

The calculation puts the relative energy (zero: lowest compared OMol25 entry of this formula, charge and spin) at 2.864 eV. Its spin multiplicity is 1. The value obtained for the molar mass is 284.15 g/mol. The value obtained for the energy is -1210.922909 a.u. The structure (SMILES) is CCOC(=O)C(F)(F)F.CCOC(=O)C(F)(F)F.

```
28
Properties=species:S:1:pos:R:3:forces:R:3
C 68.1977 -67.5372 -28.2663 -1.5 1.4 -0.1
C 69.0911 -68.7501 -27.9437 0.9 1.7 0.1
O 68.2304 -69.8483 -28.0212 -0.7 -4.5 1.3
C 68.5621 -71.0275 -27.3761 5.6 2.6 5.1
O 69.5557 -71.1198 -26.5066 -5.0 0.4 -5.1
C 67.5998 -72.2007 -27.4224 -3.1 2.3 -0.1
F 68.0280 -73.1735 -28.1682 0.5 -1.1 0.2
F 67.1862 -72.5599 -26.1773 1.3 -0.3 -1.1
F 66.4442 -71.7195 -27.9899 0.5 -0.5 -0.1
H 67.5352 -67.7099 -29.2089 1.4 0.5 1.6
H 68.8316 -66.5831 -28.3274 -0.9 -1.4 -0.3
H 67.4354 -67.2911 -27.3540 1.8 -1.0 -2.1
H 69.4172 -68.4488 -26.9317 0.3 -1.3 -0.2
H 69.9767 -69.0228 -28.5974 -1.0 1.0 0.6
C 72.5537 -74.4697 -26.8139 3.3 1.1 2.0
C 71.9913 -73.4128 -27.7128 1.6 3.1 1.3
O 71.5536 -73.9741 -28.8621 -1.5 -1.0 -5.1
C 71.2031 -73.1657 -29.8975 -0.2 4.5 3.1
O 71.0426 -71.8925 -29.7315 0.7 -6.0 -1.5
C 71.0279 -73.9209 -31.2507 -0.9 -1.8 1.0
F 71.9494 -73.5515 -32.1064 0.2 0.1 -0.3
F 71.0984 -75.3094 -31.1003 0.2 2.1 0.0
F 69.8079 -73.6737 -31.7333 0.4 0.2 -0.1
H 73.2218 -73.8311 -25.9931 -2.2 -1.7 -1.5
H 73.4451 -74.9416 -27.3338 -1.5 -0.2 0.4
H 71.8170 -75.1873 -26.3212 1.1 1.1 -0.8
H 72.6975 -72.5488 -28.0342 -0.4 -1.6 0.9
H 71.2135 -72.8379 -27.2594 -0.9 0.2 0.6
```
Positions in Å, forces in eV/Å.


[4]
2 unconnected molecules or ions with the total composition C8H10N2. Source: the OMol25 dataset; level of theory: the ωB97M-V functional and the def2-TZVPD basis.

The calculation puts the relative energy (zero: lowest compared OMol25 entry of this formula, charge and spin) at 0.548 eV. Its spin multiplicity is 1. The value obtained for the molar mass is 134.18 g/mol. The value obtained for the energy is -420.309522 a.u. The structure (SMILES) is c1cc[nH]c1.c1cc[nH]c1.

```
20
Properties=species:S:1:pos:R:3:forces:R:3
C -2.1011 2.1258 1.2861 -0.9 1.0 0.8
C -3.1163 1.1333 1.3242 -1.5 1.4 -0.2
C -0.9278 1.5049 1.4506 1.2 -1.9 0.5
C -2.5419 -0.0777 1.4586 -0.7 -0.6 0.8
N -1.2131 0.1276 1.6155 1.9 0.1 -0.5
H -2.2129 3.1921 1.4825 -0.2 -0.3 -0.8
H -4.1818 1.3582 1.3714 0.4 -0.3 -0.3
H 0.0817 1.9141 1.4910 -0.4 -0.4 0.2
H -3.0611 -1.0231 1.6160 0.6 0.2 -0.1
H -0.5492 -0.6002 1.8916 -0.4 0.6 -0.4
C 2.8849 -0.6744 -2.1541 1.1 -0.7 -0.8
C 2.4094 -2.0108 -1.9223 0.3 0.6 0.1
C 2.1798 0.2124 -1.4135 -1.5 -1.0 -0.1
C 1.3326 -1.9056 -1.0628 0.0 0.6 -0.8
N 1.1659 -0.5552 -0.8162 0.3 1.5 0.7
H 3.6493 -0.4359 -2.8937 0.0 0.0 0.5
H 2.9331 -2.8787 -2.3231 -0.7 0.1 0.2
H 2.2224 1.3009 -1.3782 -0.2 -0.5 0.2
H 0.5728 -2.6359 -0.7844 0.5 0.3 0.2
H 0.4733 -0.0719 -0.2391 0.2 -0.9 -0.3
```
Positions in Å, forces in eV/Å.


[5]
A single C8H10N2O molecule. Source: the OMol25 dataset; level of theory: the ωB97M-V functional and the def2-TZVPD basis.

The calculation puts the relative energy (zero: lowest compared OMol25 entry of this formula, charge and spin) at 7.300 eV. Its spin multiplicity is 1. The value obtained for the molar mass is 150.18 g/mol. The value obtained for the energy is -495.345327 a.u.

```
21
Properties=species:S:1:pos:R:3:forces:R:3
C -0.7525 -2.1408 0.6559 -3.8 0.8 1.5
C 0.4798 -1.7519 0.3217 1.4 2.6 -0.5
C -1.7287 -1.1360 0.6304 -4.5 0.8 -0.8
C -0.3750 0.6613 -0.1549 3.9 -6.3 0.6
C 0.7211 -0.3783 -0.1129 -1.4 -0.7 1.4
C -1.6657 0.1906 0.1291 1.8 0.8 0.0
C 2.1810 -0.2430 -0.4691 -0.6 -1.4 1.0
C 0.0953 1.9394 -0.4911 -0.4 4.6 -2.0
N 4.4729 -0.0401 0.5572 -0.5 0.2 -0.9
N -2.7833 1.0392 0.0039 -3.5 -3.5 -0.5
O 3.3044 -0.3725 0.7037 -1.0 -0.7 1.7
H -1.1154 -3.0785 1.1276 0.9 0.5 -0.6
H 1.2670 -2.3986 0.6245 1.0 -0.4 -0.6
H -2.8702 -1.2834 0.8627 2.3 -0.7 0.0
H 2.3855 -1.1330 -0.9963 0.6 -1.0 -0.6
H 2.6797 0.5008 -0.9351 0.4 3.1 -1.8
H 0.6372 2.5425 0.2967 -0.5 -0.9 -0.9
H 0.5060 2.1186 -1.5340 0.6 -0.9 1.3
H -0.8277 2.4443 -0.7395 -0.5 1.2 0.5
H -3.7016 0.5089 -0.3016 2.7 1.5 1.0
H -2.9097 2.0102 -0.1788 1.1 0.3 -0.1
```
Positions in Å, forces in eV/Å.


[6]
A single C8H10N2O2 molecule. Source: the OMol25 dataset; level of theory: the ωB97M-V functional and the def2-TZVPD basis.

The calculation puts the relative energy (zero: lowest compared OMol25 entry of this formula, charge and spin) at 7.013 eV. Its spin multiplicity is 1. The value obtained for the molar mass is 166.18 g/mol. The value obtained for the energy is -570.606572 a.u.

```
22
Properties=species:S:1:pos:R:3:forces:R:3
C -0.9862 -0.2768 2.8888 0.0 -0.1 0.2
C 0.3166 0.9112 -0.0841 -2.1 0.0 -0.4
C -0.3827 -0.3432 0.4173 -0.1 0.6 -1.6
C -0.9695 0.8074 -0.3452 2.7 -0.9 1.0
C 2.5707 1.1110 0.9300 -0.1 0.1 0.0
C -1.4575 -2.2508 -0.8258 0.2 0.0 0.1
C 1.6003 1.6016 -0.1435 0.5 0.2 0.0
C -0.1595 -1.6911 -0.2480 -0.2 -0.1 0.1
N -0.6846 -0.3765 1.7686 -0.2 -0.1 1.1
N -2.1117 1.3672 -0.9321 -0.5 0.5 -0.4
O -3.1522 0.7499 -0.8511 -0.2 -0.1 0.1
O -1.9597 2.4370 -1.4886 0.0 0.2 -0.1
H 3.5290 1.6112 0.8216 0.1 0.0 0.0
H 2.7278 0.0373 0.8465 0.0 -0.1 0.0
H 2.1793 1.3251 1.9228 0.0 0.0 0.1
H -1.2720 -3.2134 -1.2945 -0.1 -0.1 0.0
H -1.8669 -1.5772 -1.5763 -0.1 0.0 0.0
H -2.2015 -2.3786 -0.0431 -0.1 0.0 0.0
H 2.0237 1.4197 -1.1404 -0.1 0.1 0.1
H 1.4295 2.6812 -0.0621 0.0 -0.2 -0.1
H 0.5748 -1.5660 -1.0481 0.0 0.0 0.1
H 0.2521 -2.3862 0.4872 0.1 0.1 -0.1
```
Positions in Å, forces in eV/Å.